Formula: C7H11N3
Source: the Open Molecules 2025 dataset
Level of theory: ωB97M-V/def2-TZVPD

HOMO-LUMO gap ... 9.278 eV
Electronic energy ... -11902.1632 eV
Multiplicity ... 1
Charge ... 0

Each line ends with the Mulliken charge.
Atoms and positions in Å:
C -1.17741 -0.44269 -1.03352  0.284
C 1.86667 0.47478 -1.65888  -0.402
C 1.85503 0.91768 -0.21799  0.632
C 2.92049 1.18129 0.76662  -1.144
C -2.90885 0.09242 0.48731  -1.191
C -1.55300 -2.09705 0.94260  -1.270
C -1.77173 -0.88529 0.06201  0.617
N -0.59298 0.12408 -1.94685  -0.698
N 0.45977 0.95727 -1.59389  0.287
N 0.60981 1.17740 -0.19237  -0.646
H 2.40041 1.06451 -2.29098  0.307
H 2.07431 -0.52114 -1.68978  0.324
H 3.32376 2.12894 0.72735  0.299
H 3.78220 0.50487 0.68338  0.304
H 2.67943 1.03355 1.88522  0.292
H -2.94539 1.01742 -0.06684  0.362
H -2.65949 0.55719 1.50864  0.280
H -3.96735 -0.38006 0.29824  0.275
H -2.39408 -2.67861 0.84917  0.379
H -0.62694 -2.49242 0.59941  0.343
H -1.37466 -1.73413 1.88115  0.368

***

Formula: C4H10FP
Source: the Open Molecules 2025 dataset
Level of theory: ωB97M-V/def2-TZVPD

HOMO-LUMO gap ... 10.020 eV
Electronic energy ... -16313.5694 eV
Multiplicity ... 1
Charge ... 0

Each line ends with the Mulliken charge.
Atoms and positions in Å:
C -2.02374 1.13891 0.75594  -0.912
C 1.49011 1.08927 -0.16241  -0.994
C 1.14088 -1.91252 -0.24257  -1.018
C -0.93206 -0.16925 -0.31128  -0.216
F -1.60577 -1.34781 -0.44200  -0.295
P 0.57902 -0.38773 0.68408  0.110
H -1.62283 2.04601 0.31048  0.269
H -1.71693 0.92083 1.83082  0.277
H -2.99934 0.91904 0.59366  0.389
H 1.52377 1.66841 0.71116  0.270
H 0.86761 1.64196 -0.97762  0.272
H 2.44141 0.73662 -0.40168  0.409
H 0.55786 -2.22785 -1.15376  0.312
H 0.98107 -2.57506 0.58306  0.276
H 2.14850 -1.90528 -0.61639  0.375
H -0.82957 0.36445 -1.16149  0.478

***

Formula: C4H11NS
Source: the Open Molecules 2025 dataset
Level of theory: ωB97M-V/def2-TZVPD

HOMO-LUMO gap ... 9.249 eV
Electronic energy ... -16650.7041 eV
Multiplicity ... 1
Charge ... 0

Each line ends with the Mulliken charge.
Atoms and positions in Å:
C -1.64614 1.75931 0.47706  -0.805
C -2.44870 0.95297 -0.22667  0.128
N -2.23180 -0.41850 -0.35149  -0.373
H -1.54967 2.80396 0.22518  0.213
H -0.80945 1.41399 1.08732  0.230
H -3.34374 1.27786 -0.75137  0.313
H -1.51058 -0.75444 0.26384  0.155
H -2.99410 -1.04895 -0.53361  0.218
C 2.51650 0.08411 -0.02749  -0.976
C 1.31103 -0.74310 0.40183  -0.137
S 1.56977 -2.50148 -0.13320  -0.226
H 3.39856 -0.17801 0.55294  0.314
H 2.76520 -0.11233 -1.07503  0.292
H 2.35337 1.16540 0.05489  0.307
H 1.18607 -0.80956 1.48724  0.346
H 0.37988 -0.42587 -0.05433  -0.125
H 1.05379 -2.46537 -1.39711  0.126

***

Formula: C3H7N2O
Source: the Open Molecules 2025 dataset
Level of theory: ωB97M-V/def2-TZVPD

HOMO-LUMO gap ... 9.732 eV
Electronic energy ... -8245.3612 eV
Multiplicity ... 1
Charge ... +1

Each line ends with the Mulliken charge.
Atoms and positions in Å:
N 0.44132 -1.44359 1.74138  -0.352
C 0.20805 -0.35364 1.01483  0.598
O 0.69347 0.73907 1.21866  -0.657
C -0.72121 -0.54359 -0.19746  -0.560
C -0.29672 0.63476 -1.26166  0.060
N 0.39015 1.76638 -1.25804  -0.203
H 1.04085 -1.36689 2.54939  0.262
H 0.02795 -2.33857 1.54220  0.206
H -0.63107 -1.48043 -0.73620  0.388
H -1.75916 -0.34070 0.06368  0.325
H -0.69291 0.36763 -2.24246  0.352
H 0.51185 2.32757 -2.09325  0.275
H 0.78742 2.03199 -0.34107  0.306

***

Formula: C42H82N4O22
Source: the Open Molecules 2025 dataset
Level of theory: ωB97M-V/def2-TZVPD

HOMO-LUMO gap (spin up / spin down) ... 2.587 / 6.301 eV
Electronic energy ... -95873.8181 eV
Multiplicity ... 2
Charge ... -1
⟨S²⟩ ... 0.76

Each line ends with the Mulliken charge.
Atoms and positions in Å:
C -20.27264 -16.76965 18.01390  -0.889
O -18.98645 -16.26300 18.43189  -0.412
C -18.50480 -15.14730 17.71659  0.498
C -19.33715 -13.87178 17.73989  -0.937
N -20.66166 -13.91775 17.05443  -0.054
C -20.79889 -14.20007 15.68006  -0.232
C -21.78699 -13.19101 14.96496  -0.750
O -23.06960 -13.57743 15.54641  -0.367
C -23.64905 -14.67164 14.93964  -0.685
H -21.24695 -16.31322 18.18849  0.300
H -20.58054 -17.70814 18.47490  0.390
H -20.05109 -17.17513 17.02669  0.326
H -18.10877 -15.23906 16.70523  0.093
H -17.54442 -14.78218 18.08055  -0.342
H -18.82462 -12.97421 17.39383  0.513
H -19.42409 -13.80860 18.82458  0.299
H -21.46817 -13.32063 17.16883  0.295
H -21.17881 -15.22013 15.62325  -0.091
H -19.86492 -14.24635 15.12001  0.313
H -21.76948 -13.12071 13.87737  0.369
H -21.46469 -12.16006 15.11108  0.391
H -24.71395 -14.85440 15.08346  0.303
H -23.00901 -15.55231 14.99327  0.261
H -23.73060 -14.38432 13.89135  0.281
C -10.45966 -11.49242 12.74765  -0.218
O -9.66655 -10.44408 13.41575  -0.378
C -9.10137 -9.40421 12.66492  -0.718
C -9.99739 -8.25414 12.20366  -0.641
N -10.90929 -7.82478 13.24474  -0.308
C -10.19158 -7.05128 14.29090  -0.732
C -9.35395 -5.79776 13.92868  -0.585
O -10.30480 -4.97065 13.32922  -0.311
C -9.56917 -3.99905 12.48628  -0.777
H -10.42002 -12.31873 13.45739  -0.174
H -9.87261 -11.60294 11.83592  0.505
H -11.43990 -11.07713 12.51360  0.150
H -8.51833 -9.77999 11.82412  0.452
H -8.47022 -8.88798 13.38828  0.345
H -10.60324 -8.69080 11.40971  0.319
H -9.41175 -7.48902 11.69404  0.257
H -11.07499 -8.62897 13.83288  0.169
H -9.52284 -7.74257 14.80371  0.443
H -10.78317 -6.75494 15.15711  0.529
H -8.59742 -6.06352 13.19036  0.365
H -9.01921 -5.38927 14.88220  0.348
H -9.12878 -4.55165 11.65635  0.294
H -8.64007 -3.59361 12.88691  0.335
H -10.26923 -3.22076 12.18256  0.257
C -12.12493 -15.02768 14.09219  -0.610
O -13.30631 -14.80996 14.97674  0.289
C -13.60384 -15.86873 15.82711  -0.840
C -15.07677 -15.86365 16.29106  -1.209
N -15.32140 -14.66118 17.17628  1.032
C -14.52459 -14.69145 18.31757  -0.121
C -14.78281 -13.40215 19.11711  -1.056
O -16.02736 -13.18506 19.69115  -0.059
C -16.41225 -14.16609 20.61395  -0.961
H -11.24628 -15.18153 14.71863  0.342
H -11.89567 -14.14813 13.49059  -0.201
H -12.36130 -15.99689 13.65301  0.415
H -12.87246 -16.19029 16.56859  0.400
H -13.53943 -16.83782 15.33233  0.448
H -15.16542 -16.82577 16.79560  0.518
H -15.85746 -15.87606 15.53049  0.362
H -15.06047 -13.80791 16.70307  -0.788
H -13.50071 -14.46636 18.01904  -0.053
H -14.61865 -15.59261 18.92351  0.621
H -14.61240 -12.60212 18.39667  -0.208
H -14.15130 -13.12313 19.96058  0.737
H -15.56693 -14.36688 21.27214  0.411
H -16.78543 -15.10438 20.20354  0.263
H -17.34392 -13.80662 21.05082  0.260
C -17.47412 -7.47083 25.64103  -0.757
O -17.02364 -6.77885 24.50449  -0.360
C -15.79981 -7.10205 24.01980  -0.213
C -15.61233 -6.42714 22.69824  -0.813
N -16.32811 -7.16620 21.68533  -0.299
C -15.66866 -8.43172 21.35311  -0.537
C -16.43332 -9.10374 20.06767  -0.194
O -15.98366 -8.60737 18.76364  -0.500
C -16.70619 -9.32829 17.71500  0.065
H -17.22552 -8.52570 25.52465  0.296
H -18.50656 -7.48589 25.99021  0.286
H -17.00252 -7.06929 26.53795  0.287
H -15.84636 -8.19099 24.00829  0.236
H -15.19353 -6.71776 24.84007  0.406
H -14.54293 -6.36108 22.49796  0.340
H -15.98523 -5.40431 22.64482  0.346
H -17.20711 -7.36304 22.14216  0.289
H -15.62477 -9.19582 22.12920  0.218
H -14.74890 -8.14710 20.84209  0.222
H -17.52211 -9.12904 20.11222  0.346
H -16.16074 -10.15471 19.97147  0.066
H -16.23121 -10.30930 17.72558  -0.060
H -16.44978 -8.72766 16.84231  0.037
H -17.74280 -9.28946 18.04970  0.317
C -15.26733 -11.50949 12.66516  -0.712
C -14.33369 -11.91192 13.62218  -0.426
C -14.88299 -12.08446 14.85876  0.516
C -16.19767 -11.95562 15.18717  0.082
C -17.13463 -11.76418 14.18341  -1.256
C -16.63618 -11.44581 12.94831  0.514
O -17.45539 -11.07987 11.91208  -0.662
O -13.98468 -12.25373 15.84806  -0.002
H -14.96026 -11.19224 11.67953  0.631
H -13.27672 -11.74574 13.47525  -0.514
H -16.46843 -12.02212 16.23056  0.397
H -18.20509 -11.81676 14.31667  0.747
H -16.95092 -10.87111 11.12243  0.128
H -13.17775 -12.47003 15.37509  -0.335
C -13.30859 -14.38621 10.51165  -0.321
C -14.29612 -13.37027 9.96980  -0.057
O -13.43830 -12.35961 9.45618  -0.317
C -12.23818 -12.36045 9.94415  0.791
O -11.26047 -11.66765 9.64651  -0.640
O -12.10588 -13.50398 10.62607  -0.381
H -13.11153 -15.10578 9.71700  0.362
H -13.76367 -14.87384 11.37376  0.245
H -14.97862 -13.07395 10.76636  0.013
H -14.90123 -13.85035 9.20074  0.369
C -14.62997 -8.55235 7.80199  -0.261
C -14.87620 -9.06388 9.18604  0.190
O -16.22917 -9.40183 9.31559  -0.100
C -16.89109 -9.16129 8.16673  0.550
O -18.10009 -9.30551 7.89448  -0.574
O -15.97816 -8.61363 7.27832  -0.397
H -13.96524 -9.20266 7.23336  0.252
H -14.26269 -7.53220 7.91388  0.267
H -14.50977 -8.41638 9.98263  0.321
H -14.19294 -9.90362 9.31292  -0.301
C -18.80839 -8.30871 12.61825  -0.140
C -17.89546 -7.32279 13.28616  -0.364
O -18.81115 -6.76414 14.12348  -0.344
C -19.44705 -7.86725 14.60643  0.646
O -20.32732 -7.93072 15.49246  -0.651
O -19.32348 -8.85838 13.77290  -0.200
H -18.37771 -9.07143 11.96949  0.219
H -19.55029 -7.66523 12.14539  0.311
H -17.68515 -6.50841 12.59288  0.331
H -16.99772 -7.72315 13.75721  0.242
C -10.95432 -11.85494 17.72611  -0.439
C -10.61581 -12.85850 16.63938  1.063
O -9.89903 -13.83838 17.38845  -0.401
C -10.18650 -13.76544 18.64435  0.654
O -9.77883 -14.66701 19.47535  -0.680
O -11.01489 -12.74748 18.88760  -0.340
H -11.87530 -11.39010 17.37421  0.327
H -10.11046 -11.17751 17.85687  0.344
H -10.13947 -12.34894 15.80179  0.320
H -11.54866 -13.32914 16.32891  -0.832

***

Formula: C8H8N2O
Source: the Open Molecules 2025 dataset
Level of theory: ωB97M-V/def2-TZVPD

HOMO-LUMO gap ... 7.607 eV
Electronic energy ... -13443.0223 eV
Multiplicity ... 1
Charge ... 0

Each line ends with the Mulliken charge.
Atoms and positions in Å:
C 3.14580 -0.82804 0.12558  -0.625
C 1.07260 0.28261 -0.39554  0.858
C 0.50253 1.54290 -0.01292  -0.127
C -0.82579 1.82190 0.06380  -0.537
C -1.78181 0.87227 -0.11684  -0.069
C -2.16737 -1.39590 -0.04003  -0.512
C -1.11376 -0.50017 0.02618  0.520
C 0.34513 -0.86668 -0.21966  -0.973
H 3.89850 -0.56484 1.76749  0.184
H 2.21688 -2.22663 0.10864  0.279
H 4.19052 -0.40300 -0.68983  0.264
H 1.23296 2.39416 0.31244  0.265
H -1.07277 2.96672 0.02877  0.210
H -4.01907 1.00820 -0.13259  0.234
H -2.14978 -2.46106 -0.07781  0.459
H 0.65386 -1.87871 -0.41065  0.435
N -3.11487 0.55365 -0.05803  0.231
N -3.38374 -0.76755 -0.00323  -0.814
O 2.37018 0.45015 -0.27577  -0.281

***

Formula: C3H8O2
Source: the Open Molecules 2025 dataset
Level of theory: ωB97M-V/def2-TZVPD

HOMO-LUMO gap ... 11.829 eV
Electronic energy ... -7335.3588 eV
Multiplicity ... 1
Charge ... 0

Each line ends with the Mulliken charge.
Atoms and positions in Å:
O -1.52739 -2.16952 0.93725  -0.458
C -2.23380 -1.87781 0.01830  0.249
O -2.55060 -2.71056 -0.99178  -0.425
H -2.56048 -0.85267 -0.15804  0.309
H -1.83033 -3.35644 -1.04714  0.323
C 1.01813 1.66601 0.82039  -0.756
C 1.67218 1.09171 -0.42862  -0.816
H 1.69269 2.40345 1.26053  0.281
H 0.72480 0.91731 1.54311  0.259
H 0.16160 2.24794 0.47580  0.240
H 1.32228 1.55518 -1.35157  0.279
H 2.75782 1.03022 -0.48989  0.291
H 1.35312 0.05518 -0.58835  0.223

***

Formula: C18H36N2O4
Source: the Open Molecules 2025 dataset
Level of theory: ωB97M-V/def2-TZVPD

HOMO-LUMO gap ... 10.144 eV
Electronic energy ... -30421.6504 eV
Multiplicity ... 1
Charge ... 0

Each line ends with the Mulliken charge.
Atoms and positions in Å:
C -5.37700 0.51427 -0.72602  -1.017
N -4.19778 1.37622 -0.71498  0.029
C -3.16090 1.25755 -1.55467  0.089
O -3.12743 0.40285 -2.43591  -0.709
C -1.97950 2.22695 -1.38785  0.332
N -2.30174 3.47912 -0.67045  -0.276
C -3.15734 4.40991 -1.08866  0.746
C -3.17884 5.70567 -0.31237  -1.228
O -3.90408 4.25240 -2.04178  -0.621
C -0.83684 1.52207 -0.63107  0.365
C -0.20038 0.33298 -1.34968  -1.511
O 0.20250 2.44148 -0.37788  -0.649
H -6.13646 0.90794 -0.04894  0.358
H -5.09866 -0.49462 -0.41530  0.305
H -5.78785 0.46972 -1.73721  0.310
H -4.18025 2.15411 -0.07537  0.216
H -1.63249 2.47921 -2.38920  0.336
H -1.68674 3.71545 0.09496  0.234
H -3.46310 5.50944 0.71902  0.322
H -3.90282 6.37908 -0.76955  0.329
H -2.19112 6.16198 -0.34494  0.334
H -1.21881 1.18415 0.33257  0.022
H -0.90199 -0.49989 -1.38583  0.387
H 0.68790 0.00631 -0.80766  0.359
H 0.07319 0.61059 -2.36774  0.499
H 0.79639 2.43120 -1.13399  0.420
C -2.54342 -0.99388 1.81406  -0.691
C -2.27034 -2.36771 2.43859  -0.797
C -0.77495 -2.69587 2.46573  -0.703
C -0.22597 -3.03453 1.07316  -0.253
C 1.27459 -2.76287 1.04414  -0.635
C 1.87934 -3.14574 -0.30873  -0.632
C 3.38946 -2.88499 -0.34409  -0.909
C 3.71574 -1.38638 -0.37191  -0.111
C 5.23227 -1.17037 -0.43633  -0.795
C 5.62495 0.30714 -0.35659  0.710
C 7.03264 0.68269 0.08079  -1.227
O 4.82702 1.19602 -0.62838  -0.560
H -2.31290 -0.98968 0.74573  0.009
H -3.60091 -0.73770 1.93002  0.374
H -1.94573 -0.22133 2.30795  0.315
H -2.64502 -2.36390 3.46710  0.379
H -2.81485 -3.14268 1.88901  0.306
H -0.23911 -1.83895 2.88774  0.325
H -0.59886 -3.54839 3.12966  0.383
H -0.70485 -2.42595 0.30258  0.054
H -0.43384 -4.08447 0.84266  0.376
H 1.76625 -3.33665 1.83636  0.320
H 1.43781 -1.70068 1.24463  0.289
H 1.38831 -2.58672 -1.11189  0.196
H 1.70105 -4.21090 -0.48814  0.408
H 3.86336 -3.35329 0.52498  0.347
H 3.80323 -3.35668 -1.24122  0.408
H 3.33151 -0.89796 0.52811  0.270
H 3.23521 -0.92029 -1.23903  0.173
H 5.62372 -1.58790 -1.36814  0.383
H 5.70450 -1.70157 0.39483  0.334
H 7.76825 0.16281 -0.53787  0.327
H 7.18532 0.40261 1.12599  0.313
H 7.18836 1.76062 -0.02102  0.331